[1]
A 11-piece molecular cluster, C38H105N7O12 overall at a distorted geometry. Source: the Open Molecules 2025 dataset; level of theory: wB97M-V/def2-TZVPD.

```
162
Properties=species:S:1:pos:R:3:lowdin_charge:R:1
C -3.71 -1.05 -1.53 -0.050
C -5.06 -1.36 -0.85 -0.404
C -5.67 -0.20 -0.08 -0.203
O -5.10 0.07 1.18 -0.181
C -4.06 1.01 1.18 -0.109
N -6.02 -1.78 -1.89 0.025
H -3.06 -0.56 -0.80 0.041
H -3.92 -0.31 -2.31 0.068
H -3.26 -1.89 -2.06 0.076
H -4.93 -2.19 -0.16 0.131
H -6.73 -0.41 0.12 0.124
H -5.78 0.75 -0.63 0.125
H -3.15 0.65 0.68 0.057
H -3.68 1.29 2.16 0.081
H -4.41 1.95 0.72 0.089
H -5.77 -2.68 -2.28 0.067
H -5.94 -1.14 -2.66 0.065
C 5.82 -3.03 -2.53 -0.064
C 4.72 -2.56 -3.47 -0.439
C 3.45 -3.37 -3.19 -0.215
O 2.28 -2.97 -3.87 -0.189
C 2.33 -3.17 -5.26 -0.114
N 4.51 -1.12 -3.37 0.078
H 6.82 -2.62 -2.67 0.078
H 5.88 -4.10 -2.76 0.079
H 5.50 -2.87 -1.50 0.070
H 5.06 -2.74 -4.49 0.135
H 3.25 -3.21 -2.12 0.117
H 3.57 -4.46 -3.24 0.130
H 1.34 -3.01 -5.68 0.087
H 2.66 -4.18 -5.51 0.091
H 3.04 -2.51 -5.79 0.081
H 4.20 -0.72 -4.26 0.052
H 3.75 -0.88 -2.75 0.050
C 3.46 5.13 -1.87 -0.055
C 2.64 4.98 -0.59 -0.399
C 1.27 5.67 -0.72 -0.216
O 0.59 5.57 0.51 -0.186
C -0.53 6.42 0.54 -0.115
N 2.46 3.54 -0.32 0.042
H 2.89 4.92 -2.77 0.068
H 4.30 4.43 -1.82 0.064
H 3.96 6.10 -1.96 0.081
H 3.23 5.37 0.24 0.141
H 0.65 5.21 -1.50 0.110
H 1.46 6.71 -1.04 0.129
H -1.12 6.20 1.44 0.088
H -1.19 6.30 -0.33 0.084
H -0.20 7.46 0.59 0.089
H 1.65 3.54 0.30 0.057
H 2.12 3.03 -1.14 0.046
C 1.34 1.59 -6.11 -0.041
C 1.81 2.90 -5.49 -0.437
C 3.14 3.46 -6.00 -0.204
O 4.16 2.48 -6.13 -0.185
C 4.65 2.07 -4.88 -0.111
N 0.84 3.97 -5.77 0.032
H 0.34 1.29 -5.85 0.076
H 2.07 0.83 -5.81 0.069
H 1.46 1.62 -7.20 0.089
H 1.84 2.77 -4.40 0.105
H 3.57 4.36 -5.56 0.125
H 2.93 3.80 -7.02 0.124
H 4.95 2.93 -4.26 0.088
H 5.55 1.48 -5.04 0.093
H 3.94 1.51 -4.27 0.066
H 0.97 4.77 -5.15 0.063
H -0.10 3.65 -5.60 0.052
C 1.18 -0.61 -1.73 -0.044
C 0.23 0.52 -1.37 -0.403
C 0.10 0.65 0.14 -0.206
O -0.66 -0.45 0.63 -0.213
C -0.86 -0.32 2.05 -0.079
N 0.64 1.83 -1.91 0.065
H 0.81 -1.59 -1.44 0.080
H 2.17 -0.44 -1.30 0.067
H 1.45 -0.57 -2.79 0.068
H -0.77 0.24 -1.74 0.125
H -0.27 1.64 0.41 0.127
H 1.08 0.54 0.63 0.124
H 0.11 -0.13 2.52 0.069
H -1.32 -1.28 2.26 0.093
H -1.51 0.54 2.17 0.064
H -0.22 2.36 -1.80 0.046
H 0.84 1.71 -2.90 0.060
C -0.87 0.95 5.11 -0.076
C -2.28 0.93 5.68 -0.418
C -2.32 0.22 7.03 -0.206
O -3.62 -0.18 7.38 -0.224
C -3.75 -0.64 8.73 -0.070
N -2.75 2.32 5.76 0.029
H -0.82 1.56 4.21 0.073
H -0.63 -0.08 4.82 0.070
H -0.13 1.33 5.82 0.086
H -2.99 0.51 4.96 0.117
H -1.88 0.92 7.75 0.129
H -1.70 -0.69 6.95 0.135
H -3.08 0.00 9.31 0.088
H -3.46 -1.68 8.92 0.097
H -4.79 -0.53 9.01 0.096
H -3.67 2.38 6.18 0.071
H -2.21 2.89 6.41 0.071
C 2.50 2.31 3.76 -0.082
C 2.65 0.82 4.08 -0.313
O 3.44 0.20 3.07 -0.086
H 1.94 2.77 4.58 0.069
H 2.04 2.47 2.79 0.062
H 3.42 2.88 3.87 0.076
H 1.66 0.37 4.03 0.074
H 3.12 0.83 5.07 0.115
H 3.67 -0.67 3.40 0.077
C 6.29 0.18 -0.42 -0.093
C 5.06 0.96 -0.08 -0.320
O 5.01 2.09 -0.96 -0.119
H 7.18 0.72 -0.12 0.074
H 6.35 -0.16 -1.45 0.051
H 6.22 -0.74 0.18 0.070
H 5.10 1.36 0.95 0.104
H 4.13 0.38 -0.13 0.089
H 4.29 2.66 -0.65 0.014
C -4.96 -1.36 4.40 -0.074
C -3.85 -2.30 4.86 -0.343
O -3.94 -2.67 6.20 -0.071
H -5.08 -0.56 5.14 0.062
H -5.92 -1.89 4.43 0.078
H -4.80 -0.92 3.42 0.054
H -2.84 -1.98 4.56 0.095
H -3.94 -3.15 4.17 0.106
H -3.86 -1.86 6.76 0.036
C -3.14 2.95 -2.23 -0.080
C -2.49 3.71 -3.37 -0.287
O -1.12 3.96 -2.99 -0.119
H -4.10 2.54 -2.56 0.077
H -3.18 3.53 -1.32 0.078
H -2.56 2.05 -1.99 0.056
H -3.02 4.64 -3.57 0.114
H -2.46 3.11 -4.29 0.109
H -0.81 4.70 -3.52 0.068
C 2.29 -3.31 1.10 -0.111
O 2.02 -4.68 1.15 -0.181
C 0.78 -4.97 1.77 -0.225
C -0.45 -4.57 0.94 -0.210
N -1.57 -5.40 1.35 -0.040
C -2.76 -4.99 0.64 -0.240
C -3.89 -6.01 0.67 -0.208
O -3.32 -7.26 0.29 -0.220
C -4.22 -8.23 -0.21 -0.109
H 1.51 -2.77 0.54 0.070
H 3.21 -3.14 0.54 0.080
H 2.42 -2.88 2.10 0.086
H 0.69 -4.50 2.76 0.122
H 0.81 -6.04 1.94 0.123
H -0.12 -4.72 -0.10 0.131
H -0.70 -3.53 1.16 0.104
H -1.49 -6.37 1.08 0.107
H -2.64 -4.73 -0.42 0.116
H -3.29 -4.10 1.02 0.111
H -4.62 -5.75 -0.11 0.117
H -4.36 -6.13 1.65 0.128
H -3.64 -9.00 -0.70 0.087
H -4.85 -7.86 -1.03 0.084
H -4.82 -8.58 0.63 0.090
```

E_tot in eV: -76103.13182
Energy above the lowest of the compared OMol25 structures with the same formula, charge and spin in kcal/mol: 24.7

[2]
C41H32F5N3O2PbS3Te as an isolated structure at a distorted geometry. Source: the Open Molecules 2025 dataset; level of theory: wB97M-V/def2-TZVPD.

```
88
Properties=species:S:1:pos:R:3:lowdin_charge:R:1
Pb 1.65 1.99 -0.04 0.959
C -3.65 -3.37 1.17 -0.053
C -2.48 -2.43 1.17 -0.266
C -1.66 -2.29 2.27 0.002
C -0.57 -1.41 2.30 -0.050
C 0.29 -1.31 3.51 -0.300
O 1.44 -0.92 3.50 0.096
C -0.29 -1.76 4.83 -0.162
C 0.51 -2.52 5.67 -0.021
C 0.03 -2.94 6.90 -0.079
C -1.25 -2.59 7.31 -0.092
C -2.04 -1.81 6.48 -0.082
C -1.57 -1.40 5.25 -0.045
C -0.25 -0.63 1.13 -0.317
O 0.70 0.23 1.14 -0.271
C -1.08 -0.82 0.00 -0.133
C -2.17 -1.68 0.04 0.012
C -0.75 -0.10 -1.26 -0.251
N 0.21 -0.42 -2.02 0.054
C 1.03 -1.59 -1.77 -0.285
C 0.76 -2.73 -2.79 -0.457
Te 0.11 -2.11 -4.76 1.253
C -1.98 -2.12 -4.47 -0.573
C -2.66 -2.97 -3.61 -0.147
C -4.04 -2.92 -3.52 -0.096
C -4.77 -2.02 -4.29 -0.094
C -4.10 -1.18 -5.16 -0.091
C -2.71 -1.23 -5.26 -0.173
C -1.56 1.09 -1.65 -0.156
C -1.22 1.81 -2.80 -0.056
C -1.95 2.93 -3.17 -0.112
C -3.02 3.36 -2.39 -0.084
C -3.36 2.66 -1.24 -0.067
C -2.63 1.54 -0.87 -0.006
H -3.68 -3.96 2.09 0.073
H -3.61 -4.07 0.33 0.072
H -4.59 -2.82 1.09 0.078
H -1.85 -2.90 3.15 0.118
H 1.52 -2.77 5.35 0.117
H 0.66 -3.55 7.55 0.102
H -1.62 -2.93 8.27 0.100
H -3.03 -1.51 6.80 0.101
H -2.18 -0.78 4.61 0.119
H -2.78 -1.77 -0.85 0.121
H 0.89 -1.98 -0.76 0.113
H 2.07 -1.26 -1.88 0.102
H -0.02 -3.40 -2.41 0.029
H 1.66 -3.32 -2.95 0.033
H -2.11 -3.69 -3.01 0.090
H -4.56 -3.59 -2.84 0.102
H -5.84 -1.98 -4.21 0.100
H -4.65 -0.47 -5.77 0.103
H -2.19 -0.57 -5.94 0.084
H -0.39 1.46 -3.40 0.110
H -1.68 3.47 -4.07 0.106
H -3.58 4.23 -2.68 0.105
H -4.19 2.99 -0.64 0.106
H -2.89 1.00 0.03 0.119
S 3.52 1.89 1.91 0.719
C 2.87 2.79 3.19 -0.667
C 3.61 2.80 4.40 -0.120
C 3.16 3.45 5.51 -0.073
C 1.92 4.12 5.47 -0.059
C 1.19 4.15 4.31 -0.132
C 1.64 3.52 3.13 -0.675
S 0.68 3.74 1.72 0.607
H 4.55 2.25 4.42 0.102
H 3.74 3.43 6.42 0.108
H 1.55 4.62 6.35 0.110
H 0.24 4.68 4.27 0.098
F 6.19 -2.18 -4.37 0.151
C 5.63 -1.16 -3.73 -0.131
C 4.64 -0.42 -4.35 -0.143
F 4.26 -0.73 -5.58 0.129
C 4.07 0.65 -3.69 -0.244
F 3.12 1.34 -4.31 0.097
C 4.48 1.03 -2.41 -0.539
S 3.93 2.49 -1.67 0.671
C 5.46 0.24 -1.80 -0.238
F 5.87 0.52 -0.57 0.098
C 6.03 -0.84 -2.44 -0.140
F 6.98 -1.56 -1.85 0.134
N 1.26 4.30 -2.81 -0.043
N 0.57 4.03 -1.59 -0.147
H 0.62 4.60 -3.54 0.065
H 1.73 3.46 -3.11 0.008
H -0.40 3.75 -1.75 0.033
H 0.58 4.88 -1.04 0.058
```

E_tot in eV: -110232.83792
Energy above the lowest of the compared OMol25 structures with the same formula, charge and spin in kcal/mol: 51.2

[3]
A 2-piece molecular cluster, C2H12N4Si overall at a distorted geometry. Source: the Open Molecules 2025 dataset; level of theory: wB97M-V/def2-TZVPD.

```
19
Properties=species:S:1:pos:R:3:nbo_charge:R:1
C -0.50 0.58 1.81 -1.159
C -1.50 -1.99 -0.23 -1.096
N 2.96 -0.03 -0.19 -0.654
N -0.36 1.92 -1.26 -0.645
N 2.19 -1.15 -0.11 -0.605
N -1.06 0.76 -0.77 -0.912
Si -0.32 -0.46 0.26 1.574
H -0.81 1.56 1.43 0.244
H -1.36 0.13 2.45 0.261
H 0.48 0.82 2.37 0.243
H -2.32 -2.27 0.45 0.236
H -2.06 -1.78 -1.12 0.231
H -0.98 -2.92 -0.51 0.244
H 2.84 0.56 0.69 0.340
H 3.01 0.52 -1.00 0.338
H 0.34 2.12 -0.56 0.334
H -1.18 2.69 -1.14 0.333
H 2.28 -1.52 -1.02 0.322
H -1.65 0.50 -1.54 0.372
```

E_tot in eV: -16102.41981
Energy above the lowest of the compared OMol25 structures with the same formula, charge and spin in kcal/mol: 53.4

[4]
C13H26N6O6Ti as an isolated structure at a distorted geometry. Source: the Open Molecules 2025 dataset; level of theory: wB97M-V/def2-TZVPD.

```
52
Properties=species:S:1:pos:R:3:nbo_charge:R:1
O -1.50 -0.67 -3.93 -0.747
H -1.06 -1.18 -4.62 0.508
Ti 0.32 0.10 -0.38 1.464
N 1.53 -1.40 -1.24 -0.107
N -0.79 -1.68 -0.24 -0.214
N 0.83 2.14 -0.20 -0.245
N -1.28 0.93 0.64 -0.125
O 2.65 -1.08 -1.78 -0.488
O 1.78 2.93 -0.89 -0.549
O -2.43 0.36 1.03 -0.502
O -1.97 -1.91 0.31 -0.591
C -0.25 -2.81 -0.77 0.195
C 1.03 -2.67 -1.35 0.092
C -0.07 2.93 0.41 0.240
C -1.21 2.26 0.92 0.140
C 1.73 -3.73 -2.11 -0.662
H 1.45 -3.69 -3.17 0.229
H 1.45 -4.72 -1.74 0.226
H 2.81 -3.61 -2.03 0.255
C -1.10 -4.02 -0.71 -0.667
H -2.05 -3.84 -1.23 0.250
H -1.35 -4.28 0.33 0.255
H -0.61 -4.88 -1.17 0.220
C 0.15 4.39 0.33 -0.681
C -2.34 2.95 1.60 -0.686
H 0.34 4.68 -0.71 0.265
H 0.99 4.73 0.95 0.261
H -0.75 4.90 0.68 0.239
H -3.12 2.23 1.85 0.280
H -2.79 3.71 0.94 0.242
H -2.03 3.45 2.52 0.241
H 2.54 2.35 -1.07 0.505
H -2.27 -0.69 0.75 0.483
C -2.86 -0.49 -4.20 -0.252
H -3.25 -1.22 -4.92 0.198
H -3.05 0.53 -4.55 0.177
H -3.38 -0.60 -3.24 0.194
O -0.05 0.68 -2.23 -0.930
H -0.61 0.16 -2.93 0.546
H 0.07 1.60 -2.52 0.518
C 2.11 1.15 4.68 -0.410
N 1.90 0.30 3.52 -0.319
C 1.96 -1.09 3.48 -0.063
C 1.67 -1.45 2.19 -0.048
N 1.37 -0.29 1.46 -0.545
C 1.59 0.74 2.28 0.221
H 1.65 0.68 5.56 0.231
H 3.18 1.31 4.90 0.225
H 1.65 2.13 4.51 0.220
H 2.21 -1.67 4.36 0.243
H 1.64 -2.43 1.74 0.243
H 1.57 1.79 1.98 0.221
```

2S+1: 2
Total charge: +1
E_tot in eV: -58234.11980
Energy above the lowest of the compared OMol25 structures with the same formula, charge and spin in kcal/mol: 0.0

[5]
An isolated ion of composition H2NO3S and charge -1 at a distorted geometry. Source: the Open Molecules 2025 dataset; level of theory: wB97M-V/def2-TZVPD.

```
7
Properties=species:S:1:pos:R:3:nbo_charge:R:1
N -0.71 -0.52 -0.70 -1.070
O 0.35 1.68 -0.21 -1.045
O 0.31 -0.02 1.57 -1.055
O 1.83 -0.25 -0.38 -1.017
S 0.57 0.27 0.13 2.456
H -0.92 -1.36 -0.01 0.363
H -1.44 0.20 -0.41 0.367
```

Total charge: -1
E_tot in eV: -18502.00824
Energy above the lowest of the compared OMol25 structures with the same formula, charge and spin in kcal/mol: 6.0

[6]
C3H5N2OP as an isolated structure at a distorted geometry. Source: the Open Molecules 2025 dataset; level of theory: wB97M-V/def2-TZVPD.

```
12
Properties=species:S:1:pos:R:3:nbo_charge:R:1
C -1.00 -0.68 -0.56 -0.504
C 0.10 -1.41 -0.14 0.411
C -1.06 0.63 -0.13 0.198
N 1.91 1.36 -0.48 -1.052
N -0.42 1.06 0.94 -0.745
O 0.95 -1.17 0.66 -0.693
P 2.57 0.26 0.21 0.978
H -1.50 -1.17 -1.35 0.235
H 0.26 -2.49 -0.62 0.115
H -1.86 1.18 -0.63 0.205
H -0.20 2.09 0.86 0.423
H 0.26 0.34 1.25 0.429
```

E_tot in eV: -17505.86649
Energy above the lowest of the compared OMol25 structures with the same formula, charge and spin in kcal/mol: 69.8

[7]
A 2-piece molecular cluster, C3H8NP overall at a distorted geometry. Source: the Open Molecules 2025 dataset; level of theory: wB97M-V/def2-TZVPD.

```
13
Properties=species:S:1:pos:R:3:nbo_charge:R:1
C 0.30 0.74 -1.13 -0.472
C -0.99 0.61 -0.35 -0.463
C 0.27 0.83 0.37 -0.032
N 1.04 -0.60 1.72 -0.959
P 0.61 -2.06 1.16 0.607
H 0.77 -0.15 -1.51 0.219
H 0.74 1.57 -1.67 0.232
H -1.86 1.23 -0.38 0.234
H -1.36 -0.53 -0.10 0.224
H 0.48 1.80 0.80 0.205
H 2.00 -0.38 1.48 0.372
H -0.79 -1.81 1.16 -0.064
H 0.73 -2.12 -0.18 -0.103
```

E_tot in eV: -14015.04483
Energy above the lowest of the compared OMol25 structures with the same formula, charge and spin in kcal/mol: 85.9

[8]
C4H7NO in the gas phase. Source: the Open Molecules 2025 dataset; level of theory: wB97M-V/def2-TZVPD.

```
13
Properties=species:S:1:pos:R:3:nbo_charge:R:1
O 2.64 -0.50 -0.64 -0.570
N 1.72 0.49 -0.33 -0.108
C 0.64 -0.03 0.15 0.000
C 0.47 -1.44 0.44 -0.008
C -1.78 0.13 0.00 -0.600
C -0.52 0.84 0.53 -0.426
H 3.36 -0.01 -1.05 0.482
H 0.69 -2.03 -0.47 0.136
H -1.71 -0.93 0.29 0.213
H -1.84 0.19 -1.09 0.210
H -2.70 0.53 0.43 0.219
H -0.39 1.85 0.12 0.227
H -0.58 0.91 1.62 0.225
```

E_tot in eV: -7793.45981
Energy above the lowest of the compared OMol25 structures with the same formula, charge and spin in kcal/mol: 142.6

[9]
C3H8N4O in the gas phase at a distorted geometry. Source: the Open Molecules 2025 dataset; level of theory: wB97M-V/def2-TZVPD.

```
16
Properties=species:S:1:pos:R:3:nbo_charge:R:1
C 0.29 -0.71 -0.25 0.581
N 0.42 0.31 -1.26 -0.523
N -0.34 -1.80 -0.89 -0.817
C -0.65 -0.64 1.94 -0.044
C -0.18 2.44 -0.58 -0.025
O 1.55 -1.07 0.22 -0.714
N -0.57 -0.10 0.78 -0.451
N 0.79 1.60 -0.62 -0.306
H 2.00 -0.21 0.22 0.482
H 1.21 -0.02 -1.82 0.370
H -0.89 -2.28 -0.17 0.362
H -1.00 -1.39 -1.54 0.383
H -1.32 -0.19 2.68 0.178
H -0.10 -1.55 2.20 0.162
H -1.24 2.15 -0.64 0.182
H 0.03 3.47 -0.27 0.180
```

E_tot in eV: -11246.03621
Energy above the lowest of the compared OMol25 structures with the same formula, charge and spin in kcal/mol: 82.7